A cluster of 3 separate species, C30H58N2O3 in total, computed with the ωB97M-V functional and the def2-TZVPD basis.

Kohn-Sham gap: 7.95 eV
Structure (SMILES): CCCCNC1=C(CCCO)C(=O)C(CCCCCN)=CC1=O.CCCCCC.CCCCCC
E_HOMO: -8.6 eV

The geometry in ORCA input format:
```
! wB97M-V def2-TZVPD RIJCOSX def2/J DEFGRID3
* xyz 0 1
C 7.334 -3.630 -0.619
C 7.276 -2.106 -0.836
C 5.851 -1.571 -0.977
C 5.105 -1.603 0.349
N 3.732 -1.101 0.163
C 2.711 -1.382 1.062
C 1.513 -0.764 0.982
C 1.245 0.262 -0.090
C -0.169 0.835 -0.197
C -0.545 1.215 -1.638
O -1.098 2.518 -1.758
C 0.499 -1.138 1.983
O -0.295 -0.350 2.459
C 0.487 -2.572 2.419
C -0.845 -3.179 2.739
C -1.910 -2.824 1.682
C -2.985 -3.906 1.510
C -2.734 -4.841 0.327
C -2.587 -4.110 -1.006
N -3.168 -4.908 -2.095
C 1.671 -3.177 2.494
C 2.886 -2.405 2.155
O 3.930 -2.552 2.751
H 6.330 -4.052 -0.557
H 7.846 -3.882 0.308
H 7.847 -4.127 -1.440
H 7.755 -1.594 0.001
H 7.832 -1.846 -1.736
H 5.302 -2.196 -1.688
H 5.866 -0.546 -1.356
H 5.643 -0.996 1.083
H 5.066 -2.619 0.725
H 3.764 -0.103 -0.012
H 1.967 1.084 -0.006
H 1.486 -0.230 -1.041
H -0.898 0.129 0.191
H -0.243 1.744 0.405
H -1.269 0.484 -2.019
H 0.323 1.169 -2.293
H -1.722 2.641 -1.034
H -0.708 -4.263 2.768
H -1.181 -2.838 3.719
H -2.368 -1.876 1.959
H -1.410 -2.652 0.726
H -3.960 -3.433 1.372
H -3.050 -4.500 2.426
H -3.583 -5.524 0.238
H -1.857 -5.468 0.517
H -3.110 -3.152 -0.959
H -1.530 -3.872 -1.183
H -2.624 -5.760 -2.197
H -3.047 -4.412 -2.971
H 1.787 -4.196 2.843
C -4.125 -0.220 -0.725
C -4.558 -0.403 -2.176
C -4.416 0.869 -3.011
C -5.262 2.049 -2.530
C -6.762 1.772 -2.447
C -7.390 1.413 -3.791
H -4.739 0.521 -0.210
H -4.204 -1.154 -0.165
H -3.085 0.111 -0.672
H -5.588 -0.766 -2.207
H -3.951 -1.188 -2.637
H -4.665 0.640 -4.051
H -3.366 1.180 -3.015
H -5.093 2.893 -3.206
H -4.908 2.378 -1.549
H -7.257 2.661 -2.048
H -6.956 0.972 -1.728
H -7.238 2.214 -4.517
H -8.464 1.251 -3.690
H -6.961 0.500 -4.206
C 4.525 5.109 2.490
C 3.092 5.557 2.767
C 2.116 4.397 2.953
C 1.971 3.481 1.738
C 1.531 4.174 0.449
C 0.157 4.826 0.552
H 4.596 4.535 1.565
H 5.192 5.967 2.394
H 4.900 4.484 3.303
H 2.751 6.207 1.957
H 3.079 6.169 3.672
H 1.136 4.797 3.227
H 2.441 3.792 3.805
H 1.244 2.697 1.979
H 2.920 2.963 1.559
H 1.508 3.433 -0.357
H 2.271 4.922 0.150
H -0.603 4.088 0.819
H -0.136 5.275 -0.397
H 0.138 5.611 1.309
*
```